[1]
Molecular formula: C21H50Cl4O18P3
Method: DFT, ωB97M-V/def2-TZVPD

Cartesian coordinates (Å):
C (-32.856, 21.211, 16.689)
C (-33.031, 22.706, 16.876)
O (-34.215, 23.084, 17.064)
O (-32.007, 23.421, 16.762)
H (-33.508, 20.675, 17.383)
H (-31.853, 20.824, 16.923)
H (-33.000, 20.907, 15.657)
C (-31.274, 22.081, 19.832)
Cl (-32.265, 20.625, 20.027)
Cl (-30.091, 22.275, 21.141)
H (-30.737, 21.996, 18.897)
H (-31.919, 22.949, 19.822)
C (-31.679, 18.947, 12.043)
Cl (-29.951, 18.667, 12.300)
Cl (-32.459, 19.289, 13.575)
H (-31.762, 19.811, 11.389)
H (-32.139, 18.126, 11.502)
C (-32.856, 22.757, 13.287)
O (-33.425, 23.770, 12.471)
P (-34.648, 24.704, 12.830)
O (-34.550, 25.468, 14.050)
O (-35.921, 23.764, 12.690)
C (-36.491, 23.197, 13.866)
O (-34.710, 25.582, 11.519)
C (-35.139, 25.035, 10.275)
H (-32.118, 23.182, 13.965)
H (-32.424, 22.019, 12.614)
H (-33.613, 22.235, 13.878)
H (-37.554, 23.014, 13.701)
H (-36.361, 23.849, 14.730)
H (-36.033, 22.224, 14.063)
H (-35.472, 24.000, 10.352)
H (-34.337, 25.077, 9.538)
H (-35.989, 25.622, 9.922)
C (-37.912, 25.045, 22.067)
O (-38.272, 24.630, 20.744)
P (-37.107, 24.245, 19.751)
O (-36.173, 25.302, 19.402)
O (-36.435, 23.015, 20.509)
C (-35.153, 22.527, 20.128)
O (-37.949, 23.637, 18.580)
C (-37.214, 23.199, 17.400)
H (-36.828, 25.110, 22.170)
H (-38.279, 24.299, 22.770)
H (-38.366, 26.014, 22.251)
H (-34.548, 23.269, 19.596)
H (-35.257, 21.686, 19.444)
H (-34.574, 22.253, 21.009)
H (-37.373, 22.122, 17.337)
H (-36.136, 23.378, 17.492)
H (-37.605, 23.719, 16.532)
C (-28.473, 27.471, 13.166)
O (-29.767, 27.796, 13.614)
P (-30.992, 26.762, 13.536)
O (-32.022, 27.002, 14.523)
O (-31.459, 26.864, 12.032)
C (-32.271, 27.989, 11.695)
O (-30.338, 25.337, 13.572)
C (-29.753, 24.898, 14.813)
H (-27.813, 27.357, 14.029)
H (-28.062, 28.273, 12.550)
H (-28.448, 26.560, 12.568)
H (-32.923, 27.724, 10.862)
H (-31.616, 28.779, 11.316)
H (-32.890, 28.287, 12.538)
H (-30.283, 24.006, 15.140)
H (-29.847, 25.663, 15.585)
H (-28.697, 24.664, 14.678)
O (-36.257, 17.500, 16.924)
C (-36.251, 18.692, 16.774)
O (-36.320, 19.577, 17.771)
C (-36.492, 19.086, 19.092)
C (-35.164, 18.707, 19.743)
C (-36.100, 19.355, 15.441)
H (-37.184, 18.240, 19.125)
H (-36.999, 19.857, 19.673)
H (-35.388, 18.144, 20.655)
H (-34.670, 19.633, 20.022)
H (-34.600, 18.014, 19.125)
H (-35.077, 19.317, 15.073)
H (-36.471, 20.377, 15.421)
H (-36.682, 18.770, 14.723)
O (-27.474, 22.506, 14.681)
C (-28.142, 21.515, 14.563)
O (-27.715, 20.417, 13.903)
C (-26.349, 20.394, 13.485)
C (-26.198, 19.239, 12.537)
C (-29.501, 21.318, 15.163)
H (-25.721, 20.208, 14.359)
H (-26.077, 21.345, 13.031)
H (-26.683, 19.380, 11.573)
H (-26.585, 18.337, 13.019)
H (-25.147, 19.006, 12.344)
H (-29.736, 22.120, 15.857)
H (-29.541, 20.398, 15.750)
H (-30.238, 21.223, 14.365)

Values from the calculation:
- HOMO (eV) = -5.24
- total charge = -1
- HOMO-LUMO gap (eV) = 7.303
- multiplicity = 1
- E_LUMO (eV) = 2.0602
- energy relative to the best compared isomer or geometry (same formula, charge and spin) (kcal/mol) = 0.00
- largest force on an atom (eV/Å) = 1.55



[2]
Molecular formula: C4H8O3
Method: DFT, ωB97M-V/def2-TZVPD

Cartesian coordinates (Å):
O (-1.219, -1.750, -1.411)
C (-0.094, -0.895, -1.395)
C (0.493, -0.923, 0.028)
C (0.712, 0.483, 0.527)
O (1.707, 1.130, 0.264)
C (-0.386, 1.118, 1.359)
O (-0.105, 2.455, 1.634)
H (-1.576, -1.762, -2.307)
H (-0.381, 0.132, -1.675)
H (0.667, -1.223, -2.117)
H (1.445, -1.459, 0.050)
H (-0.223, -1.450, 0.668)
H (-1.336, 1.015, 0.811)
H (-0.495, 0.525, 2.284)
H (0.791, 2.604, 1.280)

Values from the calculation:
- HOMO (eV) = -10.27
- total charge = 0
- HOMO-LUMO gap (eV) = 10.968
- multiplicity = 1
- E_LUMO (eV) = 0.7007
- energy relative to the best compared isomer or geometry (same formula, charge and spin) (kcal/mol) = 33.21
- structure (SMILES) = O=C(CO)CCO
- largest force on an atom (eV/Å) = 0.44



[3]
Molecular formula: C10H18N2
Method: DFT, ωB97M-V/def2-TZVPD

Cartesian coordinates (Å):
C (0.797, 0.679, -1.495)
C (-0.034, 1.857, -0.980)
C (-0.104, -0.421, -2.061)
C (-1.055, 1.394, 0.061)
C (-1.126, -0.883, -1.020)
C (-1.956, 0.295, -0.506)
H (1.385, 0.262, -0.655)
H (1.510, 1.023, -2.267)
H (-0.573, 2.314, -1.832)
H (0.629, 2.630, -0.547)
H (0.508, -1.278, -2.402)
H (-0.645, -0.022, -2.941)
H (-1.667, 2.251, 0.401)
H (-0.514, 0.996, 0.941)
H (-0.587, -1.340, -0.168)
H (-1.789, -1.657, -1.453)
H (-2.670, -0.050, 0.267)
H (-2.545, 0.712, -1.346)
N (1.755, -1.157, 0.618)
C (1.059, -2.281, 0.565)
C (-0.011, -1.011, 2.017)
C (1.097, -0.352, 1.523)
N (-0.019, -2.237, 1.396)
C (1.591, 1.017, 1.853)
H (1.288, -3.150, -0.052)
H (-0.774, -0.719, 2.739)
H (-0.708, -2.980, 1.533)
H (0.929, 1.496, 2.595)
H (1.615, 1.644, 0.946)
H (2.610, 0.966, 2.272)

Values from the calculation:
- HOMO (eV) = -8.70
- total charge = 0
- HOMO-LUMO gap (eV) = 9.481
- multiplicity = 1
- E_LUMO (eV) = 0.7784
- energy relative to the best compared isomer or geometry (same formula, charge and spin) (kcal/mol) = 5.13
- structure (SMILES) = Cc1c[nH]cn1.C1CCCCC1
- largest force on an atom (eV/Å) = 1.80